#P
Formula: C5H10O2
Source: the OMol25 dataset
Level of theory: the ωB97M-V functional and the def2-TZVPD basis

Summary:
Frontier orbital gap ... 9.92 eV

Structure (ORCA input):
```
! RIJCOSX wB97M-V def2-TZVPD def2/J DEFGRID3
* xyz 0 1
C 1.8123 -0.0146 -0.8451
C 0.8014 0.1673 0.4826
O 0.2177 1.3315 0.0588
C -1.1361 1.2050 -0.1054
C -1.5586 -0.0765 0.5715
C -0.2825 -0.9195 0.6484
O -0.2030 -1.9009 -0.3544
H 2.3109 0.9414 -1.1032
H 1.5048 -0.4418 -1.8386
H 2.5048 -0.6929 -0.3893
H 1.2699 0.4558 1.4578
H -1.2220 1.0660 -1.1982
H -1.4575 2.1948 0.2312
H -1.9356 0.1627 1.5587
H -2.3012 -0.6371 0.0050
H -0.2481 -1.4990 1.5749
H -0.1295 -1.3934 -1.1709
*
```


#Q
Formula: C5H10O2
Source: the OMol25 dataset
Level of theory: the ωB97M-V functional and the def2-TZVPD basis

Summary:
Frontier orbital gap ... 10.57 eV

Structure (ORCA input):
```
! RIJCOSX wB97M-V def2-TZVPD def2/J DEFGRID3
* xyz 0 1
C 0.8789 1.8697 -0.1948
O -0.1372 1.2503 -0.9585
C -1.1734 0.6242 -0.2140
C -0.9301 -0.8267 0.1821
C 0.1220 -1.2842 1.1648
C 0.2488 -1.6380 -0.2890
O 1.2641 -1.0644 -1.0520
H 1.5255 1.1308 0.2942
H 0.4429 2.5405 0.5578
H 1.4800 2.4577 -0.8951
H -2.0475 0.6521 -0.8755
H -1.4064 1.2333 0.6737
H -1.8688 -1.3760 0.2299
H -0.1469 -2.0642 1.8731
H 0.8162 -0.5420 1.5485
H 0.0521 -2.6756 -0.5575
H 0.8799 -0.2874 -1.4876
*
```


What should be chosen as the least stable of them? Choose #P.


#P
Formula: C5H10O2
Source: the OMol25 dataset
Level of theory: the ωB97M-V functional and the def2-TZVPD basis

Summary:
Frontier orbital gap ... 10.73 eV

Structure (ORCA input):
```
! RIJCOSX wB97M-V def2-TZVPD def2/J DEFGRID3
* xyz 0 1
O -0.6545 2.3187 -0.6711
C 0.5329 1.6456 -0.4376
C 0.3978 0.3055 0.6621
C -0.9949 -0.2655 0.5217
C -0.7827 -1.5988 -0.2164
O 0.5135 -1.5316 -0.7843
C 1.3299 -0.7940 0.1092
H -1.4256 1.5753 -0.6072
H 0.9346 1.1930 -1.3605
H 1.2806 2.2486 0.0962
H 0.6562 0.6924 1.6582
H -1.6459 -0.2720 1.3945
H -1.7005 0.4806 -0.1854
H -1.5022 -1.7162 -1.0286
H -0.8691 -2.4679 0.4573
H 2.1480 -0.3570 -0.4769
H 1.7820 -1.4567 0.8688
*
```


#Q
Formula: C5H10O2
Source: the OMol25 dataset
Level of theory: the ωB97M-V functional and the def2-TZVPD basis

Summary:
Frontier orbital gap ... 7.67 eV

Structure (ORCA input):
```
! RIJCOSX wB97M-V def2-TZVPD def2/J DEFGRID3
* xyz 0 1
C -1.0669 -0.1812 2.1922
O -0.7914 -0.5662 0.8608
C -0.4671 0.5194 0.0574
C 0.9395 1.0885 0.0841
C 0.4850 0.2175 -1.0366
C 0.9475 -1.0448 -1.4609
O 0.0603 -2.0525 -1.7487
H -1.9201 0.5106 2.2387
H -0.1951 0.3046 2.6523
H -1.3097 -1.0898 2.7465
H -1.2812 1.2136 -0.1419
H 1.0531 2.1499 -0.1037
H 1.6584 0.6254 0.7550
H -0.0474 1.4002 -2.0740
H 0.5250 0.2152 -2.2254
H 1.9667 -1.2063 -1.7934
H -0.5564 -2.1041 -1.0026
*
```


#R
Formula: C5H10O2
Source: the OMol25 dataset
Level of theory: the ωB97M-V functional and the def2-TZVPD basis

Summary:
Frontier orbital gap (spin up / spin down) ... 7.93 / 7.93 eV

Structure (ORCA input):
```
! RIJCOSX wB97M-V def2-TZVPD def2/J DEFGRID3
* xyz 0 1
C -1.9235 -0.0436 0.5048
C -1.2816 -0.8395 -0.4285
C 1.1439 -0.3614 0.0935
C 1.4057 0.0312 -1.3539
C -0.1479 0.3391 1.1037
O -0.0892 1.6990 0.7696
O 0.0096 -0.0743 2.2543
H 0.4039 2.1317 1.4816
H -2.6211 -0.5279 1.1742
H -2.2601 0.9612 0.2910
H -0.9479 -1.8515 -0.2559
H -1.3028 -0.5460 -1.4675
H 1.8934 0.1072 0.7362
H 1.2511 -1.4278 0.2897
H 2.4726 -0.0143 -1.5830
H 0.9173 -0.6377 -2.0649
H 1.0765 1.0548 -1.5448
*
```


What should be chosen as the least stable of them? Choose #Q.


#P
Formula: C5H10O2
Source: the OMol25 dataset
Level of theory: the ωB97M-V functional and the def2-TZVPD basis

Summary:
Frontier orbital gap ... 9.21 eV

Structure (ORCA input):
```
! RIJCOSX wB97M-V def2-TZVPD def2/J DEFGRID3
* xyz 0 1
C 0.2307 -1.5674 1.9902
O 0.2340 -0.8737 0.7584
C -0.2476 0.4751 0.8817
C -0.3410 1.2059 -0.4513
C 0.8097 1.2553 -1.4169
C -0.3355 0.4417 -1.8743
O -0.4109 -0.9254 -1.9330
H 0.8833 -1.0778 2.7293
H 0.6021 -2.5807 1.8104
H -0.7817 -1.6328 2.4191
H -1.2339 0.4471 1.3654
H 0.4286 1.0014 1.5878
H -1.3397 1.3630 -0.9822
H 1.0514 2.1934 -1.9106
H 1.6582 0.5955 -1.2512
H -0.8716 0.9134 -2.7101
H -0.3363 -1.2341 -1.0126
*
```


#Q
Formula: C5H10O2
Source: the OMol25 dataset
Level of theory: the ωB97M-V functional and the def2-TZVPD basis

Summary:
Frontier orbital gap ... 10.13 eV

Structure (ORCA input):
```
! RIJCOSX wB97M-V def2-TZVPD def2/J DEFGRID3
* xyz 0 1
C 2.2095 1.2930 -0.2943
O 1.1298 1.2220 0.5994
C 0.0121 -1.0444 -0.5963
C 0.1396 -1.6944 0.5641
O -1.1379 -1.5333 1.0477
C -1.4378 -0.8461 -0.2231
C -2.0731 0.5096 -0.0285
H 2.7377 0.3357 -0.3991
H 1.8897 1.6122 -1.2940
H 2.9126 2.0361 0.0893
H 0.6273 -0.8047 -1.4496
H 0.8789 0.2940 0.7081
H 0.8812 -2.2690 1.1077
H -2.0826 -1.5073 -0.8078
H -2.2650 0.9694 -1.0051
H -3.0363 0.3891 0.4793
H -1.4333 1.1768 0.5543
*
```


#R
Formula: C5H10O2
Source: the OMol25 dataset
Level of theory: the ωB97M-V functional and the def2-TZVPD basis

Summary:
Frontier orbital gap ... 10.74 eV

Structure (ORCA input):
```
! RIJCOSX wB97M-V def2-TZVPD def2/J DEFGRID3
* xyz 0 1
C -0.6261 -1.2639 2.2520
C -1.0119 -0.7381 1.0898
C -0.0539 0.2442 0.4329
O 1.2703 -0.2638 0.6068
C -0.2845 0.5961 -1.0457
C 0.9291 1.3885 -1.5304
O -0.5164 -0.5424 -1.8695
H -1.1492 -2.0500 2.7844
H 0.2951 -0.8988 2.7025
H -1.9453 -1.0232 0.6026
H -0.0728 1.1920 0.9879
H 1.2188 -1.2098 0.4194
H -1.1879 1.2155 -1.1351
H 0.8700 1.5883 -2.6021
H 0.9973 2.3423 -0.9917
H 1.8414 0.8259 -1.3165
H -0.2674 -1.3443 -1.3978
*
```


What should be chosen as the least stable of them? Choose #P.


#P
Formula: C5H6O
Source: the OMol25 dataset
Level of theory: the ωB97M-V functional and the def2-TZVPD basis

Summary:
Frontier orbital gap ... 9.47 eV

Structure (ORCA input):
```
! RIJCOSX wB97M-V def2-TZVPD def2/J DEFGRID3
* xyz 0 1
C 1.4212 -0.1884 -1.1566
C 0.1899 -0.4412 -0.3637
C 0.0146 -0.6605 0.9653
C -1.1425 0.1005 1.3399
C -1.6314 0.6245 0.1889
O -0.8628 0.2662 -0.8643
H 1.6702 0.8601 -0.9111
H 1.2214 -0.2488 -2.2293
H 2.2818 -0.7937 -0.8630
H 0.6953 -1.2174 1.5974
H -1.4240 0.3920 2.3416
H -2.4337 1.3067 -0.0452
*
```


#Q
Formula: C5H6O
Source: the OMol25 dataset
Level of theory: the ωB97M-V functional and the def2-TZVPD basis

Summary:
Frontier orbital gap ... 10.41 eV

Structure (ORCA input):
```
! RIJCOSX wB97M-V def2-TZVPD def2/J DEFGRID3
* xyz 0 1
C 2.8260 0.0215 0.2428
C 1.7218 -0.2631 -0.1640
C 0.3492 -0.6882 -0.1891
C -0.6852 0.3445 0.3039
C -1.8932 0.7060 -0.4743
O -1.9662 -0.1508 0.6504
H 3.5637 -0.2200 0.9739
H 0.9022 -1.4906 0.4538
H -0.0611 -1.3043 -0.9871
H -0.3009 1.1205 0.9722
H -2.0897 0.2392 -1.4406
H -2.3667 1.6853 -0.3418
*
```


#R
Formula: C5H6O
Source: the OMol25 dataset
Level of theory: the ωB97M-V functional and the def2-TZVPD basis

Summary:
Frontier orbital gap ... 7.57 eV

Structure (ORCA input):
```
! RIJCOSX wB97M-V def2-TZVPD def2/J DEFGRID3
* xyz 0 1
C -1.2637 1.0278 0.0037
C -0.2971 -0.0707 0.2326
O -0.2321 -0.5183 1.4341
C 0.5415 -0.6870 -0.8317
C 1.8240 -0.4799 -0.1445
C 2.6458 -0.2389 0.7715
H -2.2457 0.5693 -0.1779
H -0.9923 1.6043 -0.8825
H -1.3400 1.6695 0.8834
H 0.4203 -0.1459 -1.7763
H 0.2776 -1.7430 -0.9971
H 0.6616 -0.9873 1.4847
*
```


What should be chosen as the least stable of them? Choose #R.


#P
Formula: C5H6O
Source: the OMol25 dataset
Level of theory: the ωB97M-V functional and the def2-TZVPD basis

Summary:
Frontier orbital gap ... 10.05 eV

Structure (ORCA input):
```
! RIJCOSX wB97M-V def2-TZVPD def2/J DEFGRID3
* xyz 0 1
C 2.2344 -0.5576 -1.2129
C 1.0799 -0.2904 -0.4284
C 0.0548 0.2909 -0.1214
C -1.1398 -0.0330 0.6046
C -1.4637 0.7298 1.8051
O -2.2477 0.8434 0.6312
H 1.9793 -0.9760 -2.2082
H 2.3581 0.5472 -0.9654
H 3.1483 -0.9882 -0.8243
H -1.3913 -1.0921 0.5671
H -0.8632 1.6063 2.0435
H -1.9056 0.1958 2.6411
*
```


#Q
Formula: C5H6O
Source: the OMol25 dataset
Level of theory: the ωB97M-V functional and the def2-TZVPD basis

Summary:
Frontier orbital gap (spin up / spin down) ... 7.14 / 6.38 eV

Structure (ORCA input):
```
! RIJCOSX wB97M-V def2-TZVPD def2/J DEFGRID3
* xyz 0 1
C 0.2883 1.1183 -1.2780
C 0.5384 0.1826 -0.1502
C -0.0333 -1.2498 -0.1015
O 0.5002 -1.6436 -1.1237
C -0.8011 -1.7478 1.0089
C -0.9254 -0.7059 1.8142
H 0.3597 2.1405 -0.8852
H -0.6910 0.9746 -1.7383
H 1.0682 1.0246 -2.0439
H -0.4393 0.2936 1.4388
H 1.5445 0.2399 0.2731
H -1.4093 -0.6270 2.7858
*
```


#R
Formula: C5H6O
Source: the OMol25 dataset
Level of theory: the ωB97M-V functional and the def2-TZVPD basis

Summary:
Frontier orbital gap ... 10.48 eV

Structure (ORCA input):
```
! RIJCOSX wB97M-V def2-TZVPD def2/J DEFGRID3
* xyz 0 1
C -1.6565 0.3112 -0.3072
C -0.8730 -0.9919 -0.0902
C 0.5390 -0.7221 -0.2762
C 1.6473 -0.2394 -0.2809
C 2.4997 0.7041 0.4127
O 1.9960 1.6005 1.0535
H -1.3467 1.0702 0.4190
H -1.4636 0.7130 -1.3062
H -2.7287 0.1313 -0.1982
H -1.2094 -1.7954 -0.7473
H -0.9883 -1.3336 0.9470
H 3.5842 0.5520 0.3740
*
```


What should be chosen as the least stable of them? Choose #Q.


#P
Formula: C5H6O
Source: the OMol25 dataset
Level of theory: the ωB97M-V functional and the def2-TZVPD basis

Summary:
Frontier orbital gap ... 10.40 eV

Structure (ORCA input):
```
! RIJCOSX wB97M-V def2-TZVPD def2/J DEFGRID3
* xyz 0 1
C 2.8122 0.0140 -0.2730
C 1.7397 -0.0733 0.2709
C 0.3304 0.1267 -0.0642
C -0.8374 -0.8302 0.1254
C -1.5800 0.4897 0.3883
O -0.3429 1.1858 0.6056
H 3.6574 0.1924 -0.8900
H 0.4108 0.3441 -1.1389
H -1.0942 -1.3968 -0.7716
H -0.7796 -1.4872 0.9944
H -2.2305 0.5569 1.2596
H -2.0860 0.8780 -0.5065
*
```


#Q
Formula: C5H6O
Source: the OMol25 dataset
Level of theory: the ωB97M-V functional and the def2-TZVPD basis

Summary:
Frontier orbital gap ... 9.37 eV

Structure (ORCA input):
```
! RIJCOSX wB97M-V def2-TZVPD def2/J DEFGRID3
* xyz 0 1
C -1.9180 0.5147 -1.0302
C -1.5679 -0.6924 -0.5769
C -0.3035 -0.5864 -0.1395
C 0.3963 -0.1117 1.0945
C 1.6453 -0.2707 0.2181
O 0.8045 -0.6701 -0.8989
H -2.8115 0.8206 -1.5517
H -1.1696 1.3067 -0.8970
H 0.1426 0.9181 1.3820
H 0.2740 -0.7760 1.9450
H 2.3093 -1.0914 0.4809
H 2.1985 0.6384 -0.0264
*
```


#R
Formula: C5H6O
Source: the OMol25 dataset
Level of theory: the ωB97M-V functional and the def2-TZVPD basis

Summary:
Frontier orbital gap ... 10.21 eV

Structure (ORCA input):
```
! RIJCOSX wB97M-V def2-TZVPD def2/J DEFGRID3
* xyz 0 1
C 0.9709 -0.4411 -1.0422
C 1.4032 -0.6895 0.3575
C -3.0423 0.2383 0.3821
C -2.0516 0.1112 1.0366
C 1.2327 0.8310 -0.8358
O 1.6225 0.7755 0.4714
H 0.6051 -1.0296 -1.9644
H 2.3684 -1.1562 0.5270
H -4.0990 0.3301 -0.0144
H 0.7241 -0.9962 1.1421
H -0.9690 0.1979 1.2379
H 1.2349 1.8286 -1.2978
*
```


#S
Formula: C5H6O
Source: the OMol25 dataset
Level of theory: the ωB97M-V functional and the def2-TZVPD basis

Summary:
Frontier orbital gap (spin up / spin down) ... 7.81 / 7.81 eV

Structure (ORCA input):
```
! RIJCOSX wB97M-V def2-TZVPD def2/J DEFGRID3
* xyz 0 1
C 0.0527 1.4320 -1.2549
C -0.6437 0.9510 -0.0021
C -0.9442 -0.3161 0.2270
C -0.9206 -1.5649 0.5502
C 0.2047 -2.0227 1.1817
O 1.3835 -1.4531 0.9787
H 0.6278 0.6405 -1.7435
H -0.6959 1.7908 -1.9771
H 0.7138 2.2738 -1.0367
H -1.1549 1.6969 0.5847
H 0.2445 -2.8581 1.8731
H 1.1322 -0.5699 0.6189
*
```


What should be chosen as the least stable of them? Choose #R.